The following is a quantum chemistry calculation of 13 unconnected molecules or ions with the total composition C22H39Br2Cl24F4NO4S in a non-equilibrium geometry, from OMol25.

Last columns: bonded neighbours and bond lengths (Å).
Atoms and positions in Å:
1 C 3.457 2.219 4.354  C2 1.540, H23 1.096, H24 1.098, H25 1.092
2 C 4.279 0.933 4.143  C1 1.540, O3 1.450, H26 1.097, H27 1.094
3 O 3.476 -0.058 3.455  C2 1.450, C4 1.368
4 C 3.758 -0.184 2.122  O3 1.368, O5 1.192, C6 1.531
5 O 3.811 -1.279 1.655  C4 1.192
6 C 3.992 1.025 1.213  C4 1.531, C7 1.565, H28 1.094, H29 1.092
7 C 2.746 1.160 0.276  C6 1.565, C8 1.529, H30 1.095, H31 1.092
8 C 1.871 2.349 0.673  C7 1.529, N9 1.498, H32 1.106, H33 1.096
9 N 1.133 2.147 1.961  C8 1.498, C10 1.478, S19 1.673
10 C 0.168 1.048 1.748  N9 1.478, C11 1.558, H34 1.092, H35 1.101
11 C -0.892 0.905 2.881  C10 1.558, C12 1.521, H36 1.098, H37 1.091
12 C -1.618 -0.425 2.748  C11 1.521, F13 1.384, Br14 1.948, C15 1.586
13 F -1.897 -0.580 1.401  C12 1.384
14 Br -3.362 -0.426 3.617  C12 1.948
15 C -0.784 -1.710 3.157  C12 1.586, F16 1.344, F17 1.339, Br18 1.931
16 F -1.603 -2.589 3.759  C15 1.344
17 F -0.348 -2.319 2.048  C15 1.339
18 Br 0.719 -1.379 4.323  C15 1.931
19 S 0.329 3.570 2.317  N9 1.673, O20 1.421, O21 1.411, F22 1.577
20 O -0.763 3.752 1.427  S19 1.421
21 O 0.052 3.661 3.698  S19 1.411
22 F 1.359 4.722 2.002  S19 1.577
23 H 2.437 1.904 4.601  C1 1.096
24 H 3.832 2.756 5.235  C1 1.098
25 H 3.457 2.883 3.488  C1 1.092
26 H 5.235 1.106 3.634  C2 1.097
27 H 4.491 0.519 5.133  C2 1.094
28 H 4.841 0.769 0.574  C6 1.094
29 H 4.228 1.945 1.753  C6 1.092
30 H 3.144 1.396 -0.718  C7 1.095
31 H 2.211 0.214 0.176  C7 1.092
32 H 1.120 2.575 -0.107  C8 1.106
33 H 2.523 3.230 0.700  C8 1.096
34 H 0.652 0.083 1.581  C10 1.092
35 H -0.409 1.301 0.846  C10 1.101
36 H -1.645 1.680 2.682  C11 1.098
37 H -0.503 1.117 3.878  C11 1.091
38 C -3.442 -2.343 -1.182  Cl39 1.773, Cl40 1.768, H41 1.083, H42 1.085
39 Cl -2.552 -2.527 -2.703  C38 1.773
40 Cl -5.160 -2.045 -1.475  C38 1.768
41 H -3.337 -3.253 -0.602  C38 1.083
42 H -3.028 -1.504 -0.632  C38 1.085
43 C -2.664 1.001 -2.947  Cl44 1.769, Cl45 1.771, H46 1.082, H47 1.084
44 Cl -2.990 2.500 -3.830  C43 1.769
45 Cl -1.562 1.269 -1.587  C43 1.771
46 H -3.598 0.611 -2.564  C43 1.082
47 H -2.213 0.288 -3.627  C43 1.084
48 C -3.462 -5.715 1.771  Cl49 1.764, Cl50 1.773, H51 1.085, H52 1.085
49 Cl -3.637 -3.967 1.919  C48 1.764
50 Cl -4.047 -6.296 0.202  C48 1.773
51 H -2.413 -5.973 1.868  C48 1.085
52 H -4.036 -6.192 2.559  C48 1.085
53 C 7.273 -1.071 6.077  Cl54 1.769, Cl55 1.769, H56 1.084, H57 1.085
54 Cl 6.187 -0.102 7.082  C53 1.769
55 Cl 8.260 -0.055 5.019  C53 1.769
56 H 7.927 -1.645 6.725  C53 1.084
57 H 6.677 -1.739 5.464  C53 1.085
58 C 5.649 1.787 -3.138  Cl59 1.769, Cl60 1.767, H61 1.084, H62 1.084
59 Cl 5.339 2.744 -1.683  C58 1.769
60 Cl 4.789 0.244 -3.092  C58 1.767
61 H 5.316 2.349 -4.003  C58 1.084
62 H 6.714 1.592 -3.205  C58 1.084
63 C 0.453 -4.227 -1.848  Cl64 1.765, Cl65 1.769, H66 1.084, H67 1.084
64 Cl 0.248 -3.367 -0.321  C63 1.765
65 Cl -0.376 -5.790 -1.828  C63 1.769
66 H 0.037 -3.623 -2.647  C63 1.084
67 H 1.512 -4.394 -2.017  C63 1.084
68 C 11.633 1.372 4.115  Cl69 1.766, Cl70 1.767, H71 1.084, H72 1.085
69 Cl 12.017 2.795 5.088  C68 1.766
70 Cl 10.128 1.585 3.213  C68 1.767
71 H 12.440 1.201 3.412  C68 1.084
72 H 11.523 0.517 4.774  C68 1.085
73 C -5.493 -5.391 -2.881  Cl74 1.765, Cl75 1.770, H76 1.085, H77 1.085
74 Cl -5.903 -4.150 -4.067  C73 1.765
75 Cl -6.595 -6.773 -2.980  C73 1.770
76 H -4.481 -5.735 -3.068  C73 1.085
77 H -5.562 -4.960 -1.887  C73 1.085
78 C -4.427 5.849 -4.008  Cl79 1.769, Cl80 1.768, H81 1.084, H82 1.084
79 Cl -3.534 5.662 -5.523  C78 1.769
80 Cl -6.144 6.159 -4.297  C78 1.768
81 H -4.329 4.935 -3.432  C78 1.084
82 H -4.009 6.684 -3.457  C78 1.084
83 C -6.067 1.016 -5.703  Cl84 1.767, Cl85 1.768, H86 1.085, H87 1.084
84 Cl -5.026 0.561 -7.055  C83 1.767
85 Cl -5.565 0.229 -4.202  C83 1.768
86 H -6.014 2.091 -5.567  C83 1.085
87 H -7.085 0.717 -5.928  C83 1.084
88 C -2.620 5.829 -8.979  Cl89 1.768, Cl90 1.768, H91 1.084, H92 1.085
89 Cl -1.837 4.459 -8.183  C88 1.768
90 Cl -1.583 6.545 -10.220  C88 1.768
91 H -3.535 5.483 -9.447  C88 1.084
92 H -2.844 6.584 -8.234  C88 1.085
93 C -7.485 -6.398 1.190  Cl94 1.770, Cl95 1.767, H96 1.085, H97 1.084
94 Cl -7.832 -5.514 2.683  C93 1.770
95 Cl -8.286 -7.973 1.164  C93 1.767
96 H -7.837 -5.812 0.347  C93 1.085
97 H -6.414 -6.549 1.120  C93 1.084

For the total energy, the calculation gives -18207.6223 hartree. The total charge is 0. For the HOMO energy, the calculation gives -0.382 hartree. The gap between HOMO and LUMO comes out at 0.3890 hartree. The largest force on an atom comes out at 1.5 eV/Å.